DFT (ωB97M-V/def2-TZVPD) results for C5H10O as an isolated structure.

Values from the calculation:
**Energy above the lowest of the compared OMol25 structures with the same formula, charge and spin**: 110.9 kcal/mol
**Energy**: -7389.955 eV
**Lowest unoccupied orbital energy**: 1.176 eV
**Multiplicity**: 1
**Total charge**: 0
**Kohn-Sham gap**: 9.305 eV

Positions of all 16 atoms, in Å:
O1 1.25893 -1.27258 1.20491
H1 1.92990 0.60605 1.93411
H2 3.09381 -0.28245 0.80148
C1 2.06541 -0.11317 1.12783
H3 -0.28246 1.03054 -1.81006
C2 -0.47093 1.44604 -0.80388
H4 -1.45087 -1.96777 0.30499
H5 0.25812 2.26074 -0.66782
C3 0.96062 -0.34143 0.18120
H6 -1.20742 -0.09102 0.77088
C4 -1.63013 -1.03397 -0.24466
H7 -2.70431 -0.78021 -0.19787
H8 -1.46244 1.90116 -0.79241
H9 1.25022 -0.68703 -0.82324
H10 -1.28408 -1.07680 -1.26099
C5 -0.32436 0.40189 0.27553